Entry 1:
Below is a molecular structure, C24H27BN7O2Os, with properties calculated with ωB97M-V/def2-TZVPD.

Last column: Mulliken spin population.
Positions of all 62 atoms, in Å:
C (0.880, 2.303, -1.872)  -0.008
C (3.476, 3.029, -2.604)  0.002
H (3.759, 0.957, -3.062)  0.000
C (1.981, -0.042, 4.686)  0.009
H (-0.057, 4.620, -0.381)  0.000
H (0.668, -5.171, 2.492)  0.000
C (1.280, 3.669, -1.809)  -0.001
C (2.428, -0.507, 2.388)  0.009
H (2.290, -0.033, 5.722)  0.000
C (-4.245, -0.819, 1.999)  0.011
C (3.062, 1.698, -2.688)  -0.001
H (3.035, -0.822, 1.553)  -0.001
H (-1.459, -1.460, -3.312)  -0.002
C (-3.990, 0.536, 2.135)  0.002
H (1.483, -2.902, 1.199)  0.001
C (-1.318, -4.400, 1.903)  0.005
N (-3.002, -2.680, -0.791)  -0.003
H (-3.929, -3.545, 1.106)  0.000
N (-1.678, -3.294, 1.240)  -0.012
N (-0.573, -2.586, 0.919)  0.028
H (3.837, -0.851, 3.935)  0.000
H (5.478, 2.564, -3.245)  0.000
H (1.318, -0.662, -1.569)  0.001
H (-2.063, -5.105, 2.232)  0.000
H (-3.507, -3.140, -3.975)  0.001
C (0.723, 0.416, 4.325)  -0.004
C (0.483, -3.262, 1.379)  -0.005
H (5.343, 3.996, -2.208)  0.000
B (-3.059, -2.816, 0.754)  -0.031
N (-2.027, -1.907, -1.333)  -0.011
C (4.861, 3.427, -3.005)  -0.001
H (-2.277, 1.662, 1.254)  0.000
C (-3.690, -3.263, -1.771)  0.050
C (0.345, 4.772, -1.383)  0.000
H (-4.510, -3.924, -1.544)  0.002
H (0.874, 5.722, -1.378)  0.000
H (-5.069, -1.420, 2.346)  0.000
H (-0.495, 4.869, -2.072)  0.000
H (0.481, -0.243, -3.081)  0.000
Os (-0.761, -0.861, -0.170)  0.870
C (0.060, -4.419, 2.022)  -0.002
C (0.350, 0.398, 2.999)  0.011
H (0.027, 0.796, 5.059)  0.000
C (-0.441, 1.983, -1.467)  0.014
H (-0.598, 0.746, 2.626)  0.000
H (2.888, 5.030, -2.121)  0.000
C (-2.804, 0.741, 1.447)  -0.005
N (-2.363, -0.423, 0.955)  0.011
C (-3.171, -2.856, -2.994)  0.004
O (-0.921, 0.828, -1.404)  -0.015
C (2.843, -0.501, 3.700)  -0.004
C (1.787, 1.307, -2.337)  -0.001
H (2.200, -0.654, -3.081)  0.001
N (-3.265, -1.372, 1.280)  0.005
C (-2.131, -2.006, -2.671)  0.023
N (1.197, -0.073, 2.074)  -0.002
O (0.866, -0.065, 0.765)  0.039
C (2.570, 3.996, -2.167)  0.000
H (-4.595, 1.271, 2.635)  0.000
H (-1.115, 2.810, -1.221)  0.001
H (4.824, 4.077, -3.881)  0.000
C (1.415, -0.139, -2.532)  0.007

The energy relative to the best compared isomer or geometry (same formula, charge and spin) is 0.000 eV. As for the HOMO-LUMO gap (spin up / spin down): 7.891 / 6.991 eV. For the LUMO energy (spin up / spin down), the calculation gives -6.32 / -7.01 eV. The expectation value of S² is 0.755. For the total energy, the calculation gives -1579.5731 hartree. As for the multiplicity: 2. Its total charge is +2.

***

Entry 2:
Below is C21H22O7 in the gas phase, with properties calculated with ωB97M-V/def2-TZVPD.

Last column: natural (NBO) charge in e.
Positions of all 50 atoms, in Å:
H (-0.488, -0.902, -3.350)  0.211
C (-1.318, -2.062, -1.814)  -0.257
O (2.055, 3.887, 0.107)  -0.508
H (2.684, 2.218, 5.852)  0.254
H (-2.648, 0.377, 1.743)  0.216
C (-1.882, -3.322, -6.605)  -0.252
H (-0.200, -3.090, -7.826)  0.193
C (0.708, 3.194, 1.979)  0.092
O (1.704, 2.656, 3.047)  -0.528
C (-1.810, 0.160, 1.140)  0.344
C (1.227, 2.380, 4.368)  0.793
O (-0.777, -0.254, 2.057)  -0.447
C (1.376, 0.302, 5.993)  0.095
O (0.123, 2.639, 4.885)  -0.563
H (3.049, -1.011, 5.537)  0.209
H (1.847, 1.805, -1.035)  0.230
H (0.271, 5.295, 1.518)  0.230
H (-0.155, 4.939, 3.175)  0.251
H (0.814, -0.504, -1.642)  0.234
C (1.203, 1.835, -0.189)  -0.306
H (2.828, 1.034, 4.613)  0.212
H (-2.310, -3.293, -3.777)  0.203
H (-2.956, -3.847, -6.397)  0.214
H (-0.220, -2.181, -5.708)  0.208
C (0.276, 0.891, -0.012)  0.040
O (-2.071, -0.780, 0.062)  -0.469
H (0.845, 0.689, 6.844)  0.195
H (1.491, 5.048, 2.831)  0.238
C (-1.590, -2.654, -4.195)  -0.225
O (0.459, -0.381, 5.066)  -0.709
H (2.982, -0.190, 7.212)  0.202
C (-0.509, 2.397, 1.924)  0.518
O (-1.474, 2.874, 2.523)  -0.427
C (0.116, -0.276, -0.835)  -0.364
H (-2.390, -2.948, -9.588)  0.234
C (2.424, -0.717, 6.374)  -0.620
H (-2.639, -4.659, -8.938)  0.218
C (-0.985, -1.810, -3.133)  -0.146
H (0.799, -0.220, 4.171)  0.460
C (-1.211, -2.615, -5.534)  -0.170
H (2.084, -1.661, 6.840)  0.229
H (-1.916, -2.870, -1.436)  0.222
C (-0.517, 0.964, 1.302)  0.086
C (0.589, 4.697, 2.364)  -0.626
C (2.058, 1.473, 5.281)  -0.531
H (-1.110, -4.288, -9.774)  0.224
C (-1.311, -3.375, -7.782)  -0.134
C (-1.032, -1.040, -0.779)  0.388
C (-1.883, -3.812, -9.098)  -0.659
C (1.388, 3.011, 0.640)  0.498

As for the SMILES: C/C=C/C=C/C=C/C1=CC2=CC(=O)[C@](C)(OC(=O)C[C@H](C)O)C(=O)[C@]23O[C@@H]3O1. The energy relative to the best compared isomer or geometry (same formula, charge and spin) is 7.307 eV. As for the HOMO-LUMO gap: 7.084 eV. For the LUMO energy, the calculation gives -1.00 eV. For the total energy, the calculation gives -1339.8583 hartree. Its total charge is 0.

***

Entry 3:
Below is 3 unconnected molecules or ions with the total composition C19H42N2O7P, with properties calculated with ωB97M-V/def2-TZVPD.

Last column: Mulliken charge in e.
Positions of all 71 atoms, in Å:
C (2.790, -2.655, 3.210)  -0.442
H (1.485, 1.426, 0.343)  0.385
C (5.447, 1.594, -2.838)  0.912
H (-0.099, 2.143, 0.431)  0.511
H (6.766, 2.801, -4.018)  0.340
C (-0.114, 0.046, 0.847)  1.074
H (-0.442, 0.412, 1.822)  -0.039
C (-5.370, 2.050, -1.091)  -0.768
H (-2.169, -3.182, -0.895)  0.236
H (3.853, -0.969, -0.787)  0.228
O (1.861, -1.601, -0.855)  -0.378
H (5.799, 3.698, -2.831)  0.321
N (-1.304, -0.512, 0.141)  0.865
H (4.332, -1.743, 1.377)  0.478
C (-3.365, 0.495, 3.539)  -0.699
H (-3.951, 1.117, 4.212)  0.456
C (-2.451, 0.482, 0.061)  -0.672
O (-0.474, -2.767, 1.090)  -0.382
H (1.561, -1.391, -2.859)  0.524
H (-4.058, 1.936, 2.112)  0.405
H (3.841, -2.948, 3.180)  0.419
C (1.928, -3.881, 3.468)  -1.067
C (-0.869, -0.970, -1.231)  -1.505
H (4.625, 0.444, -4.455)  0.306
O (2.410, -2.008, 2.006)  -0.216
C (-4.691, 3.326, -1.531)  0.900
C (-2.022, 0.190, 4.213)  -0.909
H (3.483, -3.131, 0.604)  0.268
H (-5.940, 3.912, -3.170)  0.341
O (5.236, 1.558, -1.647)  -0.541
H (-0.110, 0.070, -2.908)  0.577
H (5.138, -0.503, -3.040)  0.183
H (2.680, -1.955, 4.040)  0.322
H (5.043, 3.089, -4.318)  0.325
C (-4.881, 3.752, -2.964)  -1.186
H (-0.522, -1.999, -1.187)  0.698
O (-4.017, 3.964, -0.756)  -0.550
H (-0.499, -3.386, 1.826)  0.220
H (-5.000, 1.212, -1.685)  0.259
H (2.358, -0.017, -2.123)  0.292
H (-2.305, 1.797, 2.173)  0.307
H (-2.082, 1.506, 0.057)  0.530
H (-2.998, 0.303, -0.860)  0.048
O (-3.338, 0.308, 1.103)  -0.412
H (2.343, -4.492, 4.268)  0.425
H (2.786, -0.195, 0.361)  0.016
C (5.385, 0.342, -3.679)  -1.068
H (-6.451, 2.118, -1.219)  0.512
O (0.242, 1.214, -1.313)  -0.489
H (-1.752, -0.969, -1.862)  0.524
C (-3.235, 1.228, 2.208)  -0.187
H (-4.507, 2.979, -3.638)  0.305
H (-3.490, -3.292, 0.123)  0.279
N (-2.748, -2.697, -0.219)  -0.478
H (-3.889, -0.443, 3.361)  0.294
C (0.437, 1.257, 0.089)  -1.115
H (-1.584, -0.712, 3.782)  0.049
C (3.381, -2.108, 0.975)  -0.979
H (-5.144, 1.879, -0.041)  -0.100
C (0.206, -0.076, -1.876)  0.134
C (3.003, -1.152, -0.126)  0.243
P (-1.917, -2.027, 1.080)  0.164
H (-1.295, 0.990, 4.066)  0.306
H (0.609, -0.738, 1.053)  -0.469
C (1.578, -0.763, -1.963)  -0.786
H (-4.338, 4.677, -3.144)  0.330
H (0.913, -3.602, 3.752)  0.142
H (1.902, -4.496, 2.568)  0.307
H (-2.134, 0.025, 5.282)  0.421
H (6.352, 0.159, -4.149)  0.432
C (5.786, 2.880, -3.547)  -1.173

The energy relative to the best compared isomer or geometry (same formula, charge and spin) is 0.350 eV. As for the HOMO-LUMO gap: 9.615 eV. For the LUMO energy, the calculation gives -2.07 eV. For the total energy, the calculation gives -1726.4471 hartree. Its total charge is +1.

***

Entry 4:
Below is a gas-phase ion, C4H5N2O3 (charge +1), with properties calculated with ωB97M-V/def2-TZVPD.

Last column: natural (NBO) charge in e.
Positions of all 14 atoms, in Å:
H (-1.082, 2.718, 0.299)  0.525
H (-2.171, 0.345, -0.896)  0.289
N (0.677, 0.376, 0.056)  0.035
O (-0.118, -1.833, 0.118)  -0.500
C (-0.398, 0.958, 0.052)  0.551
C (2.745, -0.660, -0.011)  0.470
O (-0.434, 2.210, -0.192)  -0.603
N (1.859, 0.258, -0.062)  -0.017
H (-2.106, 0.945, 0.885)  0.310
H (1.979, -1.540, 0.281)  0.276
O (3.912, -0.807, 0.057)  -0.407
C (-1.265, -1.299, -0.026)  0.452
H (-1.924, -1.815, -0.785)  0.196
C (-1.672, 0.145, 0.223)  -0.578

As for the SMILES: O=CCC(O)=[N+]=NC=O. The energy relative to the best compared isomer or geometry (same formula, charge and spin) is 7.340 eV. As for the HOMO-LUMO gap (spin up / spin down): 7.795 / 7.796 eV. For the LUMO energy (spin up / spin down), the calculation gives -7.02 / -7.02 eV. For the total energy, the calculation gives -490.1323 hartree. Its total charge is +1.

***

Entry 5:
Below is a molecular structure, C19H31N2STc, with properties calculated with ωB97M-V/def2-TZVPD.

Last column: Mulliken spin population.
Positions of all 54 atoms, in Å:
H (1.500, -0.208, -3.121)  0.025
H (-0.797, -2.213, 1.415)  -0.009
H (-0.379, -1.468, -2.898)  0.013
H (0.868, 0.727, 6.266)  0.018
C (-0.183, -2.166, -0.753)  0.030
C (2.144, -0.922, -1.076)  0.020
H (-2.558, 0.915, 2.588)  0.016
H (2.302, -1.987, -1.185)  0.004
C (2.429, -0.197, 0.144)  0.018
H (1.243, 2.068, -4.791)  0.007
C (1.948, 1.323, -1.558)  -0.035
C (-0.931, -1.791, 0.424)  0.025
C (-1.896, -0.757, -1.432)  -0.028
H (0.202, 2.632, -6.107)  0.047
H (0.043, -1.333, -5.405)  0.003
H (2.834, -0.639, 1.050)  -0.003
C (0.447, -0.361, -5.728)  0.022
H (-2.125, -0.411, -4.846)  0.004
H (3.047, 0.092, 4.292)  0.003
H (0.482, -1.043, 6.030)  0.022
H (1.846, 2.249, -2.117)  -0.004
S (-0.079, 0.958, 1.975)  -0.052
H (-2.598, -0.240, -2.081)  -0.011
H (1.484, -0.282, -5.370)  0.007
C (2.289, 1.217, -0.179)  0.010
C (-0.711, -1.419, -1.863)  0.011
H (-2.361, -0.758, 5.759)  0.028
H (2.469, 2.044, 0.493)  0.003
C (1.760, 0.018, -2.079)  0.002
Tc (0.339, -0.194, -0.277)  0.187
H (-2.489, 1.009, 5.609)  0.011
N (-1.394, 0.052, 4.124)  0.581
H (0.502, -0.400, -6.834)  0.041
C (-2.549, 0.031, 3.230)  -0.006
H (-2.284, 1.326, -4.491)  0.009
H (0.585, -2.927, -0.775)  0.001
H (2.283, 1.001, 2.956)  0.017
C (1.089, -0.193, 5.712)  -0.010
C (-0.377, 0.748, -5.234)  0.752
C (0.200, 2.096, -5.138)  0.021
H (-3.459, 0.015, 3.832)  0.005
H (-2.779, -0.487, 0.595)  0.009
H (2.350, -0.797, 2.939)  0.041
N (0.966, 0.039, 4.281)  0.568
H (-2.322, 0.753, -6.165)  0.048
H (2.128, -0.451, 5.893)  0.000
C (-1.807, 0.157, 5.522)  0.001
C (-0.168, 0.277, 3.600)  0.524
C (-1.837, 0.596, -5.181)  0.018
H (-2.551, -0.874, 2.621)  0.017
H (-0.375, 2.718, -4.437)  0.009
C (2.234, 0.093, 3.562)  -0.033
C (-2.002, -0.914, -0.029)  -0.017
H (-1.005, 0.278, 6.239)  0.010

The energy relative to the best compared isomer or geometry (same formula, charge and spin) is 3.943 eV. As for the HOMO-LUMO gap (spin up / spin down): 6.242 / 3.652 eV. For the LUMO energy (spin up / spin down), the calculation gives -2.18 / -6.47 eV. The expectation value of S² is 3.780. For the total energy, the calculation gives -1330.5819 hartree. As for the multiplicity: 4. Its total charge is +1.

***

Entry 6:
Below is a molecular structure, C7H19InNO, with properties calculated with ωB97M-V/def2-TZVPD.

Last column: Mulliken charge in e.
Positions of all 29 atoms, in Å:
O (-4.309, -0.346, 0.718)  -0.581
H (-3.956, -0.336, 1.603)  0.323
H (-2.369, -1.995, 0.518)  0.431
H (-3.442, -0.468, -1.099)  0.191
H (-0.534, 1.269, 2.156)  -0.374
C (-2.829, 1.421, -0.265)  -1.144
H (3.774, -0.726, 0.711)  0.249
H (2.534, 1.216, 0.295)  0.254
C (1.660, 0.727, -0.166)  -0.179
H (1.120, 0.197, 0.632)  0.063
H (2.496, -1.653, 1.468)  0.281
In (-0.870, 2.129, 0.592)  0.663
C (-1.965, -0.981, 0.337)  -1.332
H (-0.971, 3.907, 0.868)  -0.390
C (2.122, -0.236, -1.301)  -0.657
H (1.296, 2.630, -0.753)  0.205
H (-1.503, -0.665, 1.276)  0.332
H (3.027, 0.144, -1.797)  0.293
H (1.319, -0.268, -2.045)  0.275
H (3.877, -2.476, 0.642)  0.343
H (-2.978, 1.678, -1.324)  0.315
C (2.359, -1.661, -0.721)  -0.401
H (1.370, -2.075, -0.479)  0.134
N (0.767, 1.765, -0.748)  -0.699
C (-3.152, -0.102, -0.102)  0.468
H (2.843, -2.342, -1.434)  0.407
C (3.171, -1.636, 0.608)  -1.030
H (-1.240, -1.076, -0.478)  0.215
H (-3.618, 1.959, 0.288)  0.347

As for the HOMO-LUMO gap: 7.337 eV. For the LUMO energy, the calculation gives 3.29 eV. For the total energy, the calculation gives -598.1788 hartree. Its total charge is -1.

***

total charge of number 1 (C24H27BN7O2Os)? +2

***

Which of these has the highest total charge? C24H27BN7O2Os